# C3H13NO3

3 unconnected molecules or ions with the total composition C3H13NO3 in a non-equilibrium geometry (ωB97M-V with the def2-TZVPD basis set, the Open Molecules 2025 dataset).

Each line ends with the natural charge from an NBO analysis.
CARTESIAN COORDINATES (ANGSTROEM)
C1 -0.7484 0.4104 -0.3195  -0.40
N1 0.2339 -0.1699 0.6003  -0.63
C2 0.2682 -1.6447 0.5023  -0.28
C3 0.3246 -2.3099 1.8469  -0.08
O1 -0.7050 -1.8328 2.7452  -0.72
H1 -0.8813 1.4597 -0.0672  0.21
H2 -1.6654 -0.1967 -0.2942  0.17
H3 -0.4293 0.2844 -1.3508  0.16
H4 -0.0251 -0.0192 1.5706  0.37
H5 -0.5112 -2.1239 -0.1101  0.17
H6 1.1851 -1.8442 -0.0577  0.21
H7 0.3696 -3.3998 1.7617  0.18
H8 1.1823 -2.0171 2.4532  0.19
H9 -1.5557 -2.0511 2.3456  0.46
H10 1.8335 0.3244 -2.7541  0.46
H11 1.0257 -0.5314 -1.9251  0.46
O2 1.8074 -0.6084 -2.4929  -0.92
H12 -0.0830 5.4809 -2.0987  0.47
H13 -1.1536 5.0611 -1.1069  0.47
O3 -0.4723 5.7280 -1.2488  -0.93

Computed properties:
HOMO in eV: -9.22
Multiplicity: 1
Structure (SMILES): CNCCO.O.O
Molar mass in g/mol: 111.14
Electronic energy in eV: -10953.2978
Relative energy (zero: lowest compared OMol25 entry of this formula, charge and spin) in eV: 1.474
Kohn-Sham gap in eV: 9.65

# C6H10N

A gas-phase ion, C6H10N (charge +1) in a non-equilibrium geometry (ωB97M-V with the def2-TZVPD basis set, the Open Molecules 2025 dataset).

Each line ends with the natural charge from an NBO analysis.
CARTESIAN COORDINATES (ANGSTROEM)
C1 0.6615 0.5648 -0.3807  -0.36
C2 1.9668 0.2908 -0.2179  0.16
C3 -1.4959 0.5875 1.0037  -0.23
C4 -0.6257 -0.0687 0.0241  0.12
C5 3.2436 0.2896 -0.2818  -0.42
C6 -0.5358 -1.5445 -0.0368  -0.64
N1 -1.9186 0.5706 -0.3867  -0.54
H1 0.5498 1.5273 -0.7343  0.22
H2 -2.1999 0.0964 1.7156  0.26
H3 -1.1052 1.5589 1.3882  0.25
H4 3.8605 0.5701 0.5483  0.25
H5 3.7135 -0.1164 -1.1521  0.25
H6 -1.7503 1.5294 -0.7907  0.45
H7 -1.6086 -1.9724 -0.2062  0.22
H8 -0.1201 -1.9353 0.8867  0.26
H9 0.2035 -2.0480 -0.7225  0.27
H10 -2.8390 0.1001 -0.6570  0.47

Computed properties:
HOMO in eV: -13.75
Multiplicity: 1
Structure (SMILES): C=C=C[C@@]1(C)C[NH2+]1
Molar mass in g/mol: 96.15
Charge: +1
Electronic energy in eV: -7864.0745
Relative energy (zero: lowest compared OMol25 entry of this formula, charge and spin) in eV: 2.274
Kohn-Sham gap in eV: 10.36

# C2H6N2O

A gas-phase ion, C2H6N2O (charge +1) in a non-equilibrium geometry (ωB97M-V with the def2-TZVPD basis set, the Open Molecules 2025 dataset).

Each line ends with the Löwdin spin population.
CARTESIAN COORDINATES (ANGSTROEM)
O1 -1.7200 0.0104 -0.0093  0.03
C1 -0.9918 -0.9178 -0.2030  0.01
N1 0.3965 -0.8632 0.0718  0.10
C2 0.9118 0.3489 0.5771  0.09
N2 1.0627 1.2822 -0.5199  0.67
H1 -1.3252 -1.8703 -0.6229  0.00
H2 0.8117 -1.7716 0.2604  0.00
H3 1.8523 0.1261 1.0971  0.03
H4 0.1831 0.8142 1.2642  0.04
H5 0.9035 0.8161 -1.4161  0.01
H6 0.6156 2.2038 -0.5025  0.01

Computed properties:
<S²>: 0.755
HOMO (spin up / spin down) in eV: -15.59 / -15.47
Multiplicity: 2
Molar mass in g/mol: 74.08
Charge: +1
Electronic energy in eV: -7189.7262
Relative energy (zero: lowest compared OMol25 entry of this formula, charge and spin) in eV: 0.586
Kohn-Sham gap (spin up / spin down) in eV: 12.10 / 6.37

# C2H11O3S

4 unconnected molecules or ions with the total composition C2H11O3S in a non-equilibrium geometry (ωB97M-V with the def2-TZVPD basis set, the Open Molecules 2025 dataset).

Each line ends with the natural charge from an NBO analysis.
CARTESIAN COORDINATES (ANGSTROEM)
C1 -0.6058 2.0457 -0.5115  -0.62
C2 -0.4396 0.8754 -1.4861  -0.56
S1 0.7952 -0.1869 -0.9339  -0.63
H1 -0.7630 1.7251 0.5841  0.21
H2 0.2521 2.7166 -0.3991  0.19
H3 -1.5287 2.6213 -0.8535  0.17
H4 -1.4623 0.4699 -1.5254  0.17
H5 -0.1966 1.2491 -2.5882  0.17
H6 -0.0960 -0.4942 2.3352  0.46
H7 -0.2703 -0.8459 0.8582  0.50
O1 -0.8712 -0.7877 1.7490  -1.05
H8 -2.5121 -0.6294 2.7045  0.51
H9 -3.5726 0.0019 3.4822  0.44
O2 -3.1845 -0.8967 3.4247  -0.97
H10 3.1401 -0.2830 -2.5016  0.49
H11 3.1425 -1.3405 -1.3249  0.49
O3 3.7327 -0.7814 -1.9041  -0.98

Computed properties:
HOMO in eV: -3.25
Multiplicity: 1
Molar mass in g/mol: 115.17
Charge: -1
Electronic energy in eV: -19231.0496
Relative energy (zero: lowest compared OMol25 entry of this formula, charge and spin) in eV: 1.247
Kohn-Sham gap in eV: 6.87

# C16H31F3N2O9S2

3 unconnected molecules or ions with the total composition C16H31F3N2O9S2 in a non-equilibrium geometry (ωB97M-V with the def2-TZVPD basis set, the Open Molecules 2025 dataset).

Each line ends with the natural charge from an NBO analysis.
CARTESIAN COORDINATES (ANGSTROEM)
N1 -2.5251 0.6213 -5.2946  -0.82
C1 -2.1853 -0.5560 -5.9811  0.68
O1 -3.0400 -1.2364 -6.5200  -0.58
C2 -0.7128 -0.9158 -6.0747  -0.52
C3 -0.3824 -2.2670 -5.4063  -0.37
C4 -0.0245 -2.2275 -3.9075  -0.04
C5 -1.2940 -1.9344 -3.0855  -0.42
C6 -1.1072 -1.9285 -1.5598  0.00
O2 -0.5353 -0.7130 -1.1048  -0.69
C7 -2.4640 -2.1502 -0.8833  0.96
F1 -2.7853 -3.4492 -0.8687  -0.32
F2 -3.4525 -1.4999 -1.5342  -0.34
F3 -2.4945 -1.7087 0.3780  -0.32
C8 0.5506 -3.6339 -3.5178  -0.23
N2 1.9132 -3.4529 -2.9798  -0.66
C9 2.0456 -2.0512 -2.6836  0.71
O3 2.7301 -1.6026 -1.7949  -0.54
C10 1.1560 -1.2748 -3.6342  -0.54
H1 -1.7501 0.9708 -4.7433  0.37
H2 -3.3195 0.4651 -4.6827  0.39
H3 -0.0781 -0.1043 -5.7065  0.21
H4 -0.5032 -1.0256 -7.1442  0.25
H5 0.4712 -2.6919 -5.9481  0.21
H6 -1.2443 -2.9291 -5.5504  0.23
H7 -2.0621 -2.6661 -3.3641  0.23
H8 -1.6617 -0.9349 -3.3467  0.21
H9 -0.4468 -2.7349 -1.2330  0.22
H10 -1.1954 -0.0130 -1.2012  0.47
H11 -0.0515 -4.0882 -2.7273  0.19
H12 0.5780 -4.3466 -4.3467  0.21
H13 2.6386 -3.6803 -3.6526  0.39
H14 1.7148 -1.1880 -4.5748  0.23
H15 0.9125 -0.3009 -3.2128  0.25
O4 2.1446 -2.9137 2.2060  -0.94
S1 2.5696 -1.5723 2.4747  2.39
O5 3.0799 -1.2457 3.7726  -0.95
O6 1.3761 -0.5826 2.1200  -0.73
C11 0.0711 -0.8829 2.6614  -0.07
C12 -0.0394 -0.5523 4.1338  -0.64
C13 3.6852 -1.0230 1.2381  -0.90
H16 -0.1682 -1.9292 2.4657  0.20
H17 -0.6081 -0.2734 2.0710  0.19
H18 0.5835 -1.2103 4.7383  0.23
H19 -1.0721 -0.6596 4.4658  0.22
H20 0.2793 0.4708 4.3256  0.21
H21 3.2662 -1.2495 0.2619  0.29
H22 4.6195 -1.5600 1.3873  0.25
H23 3.8403 0.0452 1.3643  0.25
O7 -0.9783 2.9971 5.7600  -0.94
S2 0.1567 3.8703 5.7615  2.38
O8 0.4972 4.5955 6.9458  -0.93
O9 0.0144 4.8849 4.5445  -0.73
C14 -1.2278 5.6178 4.4336  -0.08
C15 -1.3180 6.7674 5.4149  -0.64
C16 1.5806 3.0190 5.1796  -0.89
H24 -2.0606 4.9226 4.5469  0.20
H25 -1.2330 5.9820 3.4083  0.19
H26 -1.3822 6.4117 6.4417  0.23
H27 -2.2072 7.3604 5.1988  0.22
H28 -0.4396 7.4074 5.3358  0.22
H29 1.3324 2.4989 4.2588  0.25
H30 1.8683 2.3093 5.9521  0.26
H31 2.3747 3.7427 5.0184  0.25

Computed properties:
HOMO in eV: -10.28
Multiplicity: 1
Structure (SMILES): NC(=O)CC[C@@]1(C[C@@H](O)C(F)(F)F)CNC(=O)C1.CCOS(C)(=O)=O.CCOS(C)(=O)=O
Molar mass in g/mol: 516.56
Electronic energy in eV: -68325.7243
Kohn-Sham gap in eV: 10.33

# C11H22Cl10O2

A molecular structure, C11H22Cl10O2 in a non-equilibrium geometry (ωB97M-V with the def2-TZVPD basis set, the Open Molecules 2025 dataset).

Each line ends with the natural charge from an NBO analysis.
CARTESIAN COORDINATES (ANGSTROEM)
C1 -1.5258 -2.0207 -2.2261  -0.41
Cl1 -2.8048 -3.1973 -1.8644  -0.01
Cl2 -2.0556 -0.2946 -1.9587  -0.05
H1 -0.6634 -2.1330 -1.5689  0.23
H2 -1.1315 -2.1526 -3.2337  0.22
C2 0.6516 -1.2477 2.5450  -0.49
Cl3 1.7562 0.0136 3.1220  -0.02
Cl4 -0.4851 -1.7098 3.8484  -0.04
H3 0.1294 -0.8915 1.6571  0.27
H4 1.2483 -2.1230 2.2881  0.24
C3 -1.1846 2.2093 2.1891  -0.41
Cl5 -0.1430 0.7544 2.0149  0.03
Cl6 -2.3401 2.3237 0.8418  -0.03
H5 -1.7305 2.1172 3.1280  0.22
H6 -0.5295 3.0759 2.2782  0.23
C4 0.4462 0.2721 -0.3117  -0.44
Cl7 -0.8837 -0.9705 -0.0620  0.05
Cl8 1.9484 -0.3229 0.3639  -0.03
H7 0.5475 0.4685 -1.3790  0.20
H8 0.1992 1.1890 0.2236  0.22
C5 0.3937 1.7850 -3.1424  -0.40
Cl9 -1.1976 2.0132 -2.3997  0.03
Cl10 0.8753 0.0859 -3.0370  0.00
H9 0.2515 1.9485 -4.2107  0.22
H10 1.2019 2.4488 -2.8353  0.25
C6 3.3693 1.6670 -2.8686  -0.75
C7 2.9488 1.4295 -1.4117  0.65
O1 1.8468 1.7730 -1.0486  -0.61
C8 3.9507 0.7043 -0.5420  -0.74
H11 3.0115 0.8762 -3.5279  0.26
H12 4.4340 1.8132 -3.0509  0.24
H13 2.7552 2.4748 -3.2668  0.21
H14 4.0056 -0.2353 -1.0918  0.24
H15 3.4968 0.5343 0.4343  0.24
H16 4.9336 1.1742 -0.5091  0.22
C9 -2.4088 -0.3393 1.9409  -0.86
C10 -2.6713 -1.7498 1.4985  0.66
O2 -2.4871 -2.0517 0.3222  -0.60
C11 -3.1759 -2.7428 2.4847  -0.73
H17 -1.7491 0.2034 1.2639  0.27
H18 -1.9861 -0.3755 2.9450  0.24
H19 -3.3432 0.2217 1.9533  0.26
H20 -3.5905 -3.5610 1.8959  0.24
H21 -3.9282 -2.3478 3.1675  0.23
H22 -2.3861 -3.1096 3.1403  0.26

Computed properties:
HOMO in eV: -7.86
Multiplicity: 1
Molar mass in g/mol: 540.83
Electronic energy in eV: -141065.1212
Relative energy (zero: lowest compared OMol25 entry of this formula, charge and spin) in eV: 17.540
Kohn-Sham gap in eV: 8.32

# C24H17BF4N5O4SeTl

A molecular structure, C24H17BF4N5O4SeTl (ωB97M-V with the def2-TZVPD basis set, the Open Molecules 2025 dataset).

Each line ends with the Mulliken charge.
CARTESIAN COORDINATES (ANGSTROEM)
Tl1 0.2295 0.3350 -0.1904  1.27
O1 0.1441 4.7357 -0.4994  -0.84
C1 0.0303 3.5387 -0.2051  0.32
N1 0.1814 2.4651 -0.9823  -0.09
C2 0.4943 2.5385 -2.3509  -0.01
C3 0.8148 3.7248 -3.0156  -0.63
C4 1.1151 3.7382 -4.3713  -0.62
C5 1.1046 2.5562 -5.0894  -0.70
C6 0.7963 1.3641 -4.4516  -0.47
C7 0.4924 1.3227 -3.0891  0.28
N2 0.2628 0.1280 -2.4001  -0.15
C8 -0.0246 -1.0401 -3.0120  0.16
O2 -0.3038 -1.2195 -4.1966  -0.75
C9 0.0317 -2.2646 -2.1240  0.75
C10 -0.9877 -3.2045 -2.2081  -0.63
C11 -0.9115 -4.3262 -1.4049  -0.12
C12 0.2000 -4.4934 -0.5889  -0.55
C13 1.1650 -3.5006 -0.5785  -0.42
N3 1.0794 -2.3959 -1.3146  -0.29
C14 -0.3612 3.2467 1.2343  0.41
C15 -0.3343 4.2837 2.1596  -0.55
C16 -0.6900 4.0137 3.4665  -0.34
C17 -1.0751 2.7247 3.8097  -0.89
C18 -1.0797 1.7575 2.8205  -0.06
N4 -0.7333 2.0194 1.5655  0.01
H1 0.8175 4.6419 -2.4526  0.51
H2 1.3513 4.6795 -4.8546  0.36
H3 1.3306 2.5496 -6.1499  0.35
H4 0.7736 0.4419 -5.0079  0.45
H5 -1.8424 -3.0206 -2.8406  0.36
H6 -1.7289 -5.0351 -1.3973  0.35
H7 0.2987 -5.3561 0.0583  0.38
H8 2.0319 -3.5760 0.0710  0.45
H9 -0.0284 5.2628 1.8227  0.45
H10 -0.6648 4.7969 4.2153  0.38
H11 -1.3593 2.4676 4.8212  0.39
H12 -1.3652 0.7321 3.0261  0.46
Se1 -1.1145 -1.3881 1.1546  0.05
C19 0.1269 -1.8715 2.5107  0.67
C20 -0.3867 -2.4716 3.6635  -0.70
C21 0.4791 -2.8973 4.6541  -0.35
N5 1.8059 -2.7674 4.6008  -0.68
C22 2.2855 -2.1893 3.4986  -0.67
C23 1.5116 -1.7397 2.4412  -0.38
H13 -1.4551 -2.6056 3.7820  0.42
H14 0.0813 -3.3688 5.5485  0.35
H15 3.3644 -2.0753 3.4513  0.36
H16 1.9873 -1.2948 1.5785  0.66
O3 2.2200 1.7171 1.8892  -0.51
C24 2.8824 1.1882 1.0056  -0.03
O4 2.4575 0.4176 0.0727  -0.58
H17 3.9764 1.3624 0.9530  0.43
F1 -4.8275 -2.0737 0.2857  -0.41
B1 -4.3001 -2.1230 -1.0201  0.45
F2 -3.1491 -1.3041 -1.1014  -0.26
F3 -3.9381 -3.4630 -1.3216  -0.44
F4 -5.2626 -1.6842 -1.9421  -0.38

Computed properties:
HOMO in eV: -2.52
Multiplicity: 1
Molar mass in g/mol: 809.58
Charge: -2
Electronic energy in eV: -122401.5175
Relative energy (zero: lowest compared OMol25 entry of this formula, charge and spin) in eV: 0.000
Kohn-Sham gap in eV: 6.88

# C23H23N3O4

C23H23N3O4 in the gas phase (ωB97M-V with the def2-TZVPD basis set, the Open Molecules 2025 dataset).

Each line ends with the natural charge from an NBO analysis.
CARTESIAN COORDINATES (ANGSTROEM)
C1 0.8315 3.3678 3.0428  -0.25
H1 1.7660 3.0281 2.5846  0.18
O1 -0.1893 2.4123 2.9015  -0.52
C2 0.0568 1.1103 3.2671  0.21
C3 1.1420 0.7324 4.0466  -0.27
C4 1.3437 -0.5897 4.4023  -0.22
C5 0.4553 -1.5591 3.9791  -0.22
C6 -0.6261 -1.1983 3.2003  -0.23
C7 -0.8432 0.1240 2.8298  0.32
O2 -1.9382 0.3088 2.0303  -0.52
C8 -2.3491 1.5846 1.5803  0.01
C9 -3.6243 1.3634 0.7653  -0.61
H2 -3.4201 0.6857 -0.0601  0.21
H3 -4.3928 0.9234 1.3949  0.22
H4 -3.9744 2.3143 0.3746  0.23
C10 -1.3258 2.3023 0.6894  0.70
O3 -1.4014 3.4944 0.4840  -0.63
N1 -0.4262 1.4506 0.1305  -0.67
C11 0.6963 1.7436 -0.6230  0.29
C12 1.0694 3.0585 -0.9081  -0.27
C13 2.2186 3.3253 -1.6220  -0.17
C14 3.0255 2.2887 -2.0668  -0.25
C15 2.6543 0.9831 -1.8162  -0.17
C16 1.4875 0.6838 -1.1145  -0.22
C17 1.0909 -0.7259 -0.8681  0.68
O4 0.4301 -1.0808 0.1008  -0.65
N2 1.5078 -1.6188 -1.7960  -0.60
H5 1.9193 -1.2886 -2.6538  0.40
C18 1.1420 -3.0176 -1.7291  -0.25
C19 0.0849 -3.3631 -2.7427  -0.07
C20 -1.1361 -2.6914 -2.7443  0.04
N3 -2.0985 -2.9254 -3.6149  -0.41
C21 -1.8989 -3.8535 -4.5354  0.03
C22 -0.7277 -4.5893 -4.6288  -0.25
C23 0.2830 -4.3332 -3.7161  -0.18
H6 1.2132 -4.8838 -3.7558  0.21
H7 -0.6069 -5.3396 -5.3947  0.22
H8 -2.7173 -4.0109 -5.2252  0.19
H9 -1.3448 -1.9321 -2.0018  0.20
H10 2.0338 -3.6337 -1.8823  0.20
H11 0.7590 -3.1819 -0.7165  0.25
H12 3.3037 0.1827 -2.1416  0.21
H13 3.9377 2.4975 -2.6046  0.22
H14 2.4951 4.3494 -1.8229  0.22
H15 0.4465 3.8607 -0.5494  0.26
H16 -0.5038 0.4618 0.3843  0.45
H17 -2.5637 2.2480 2.4278  0.21
H18 -1.3264 -1.9342 2.8400  0.22
H19 0.6034 -2.5934 4.2481  0.21
H20 2.1973 -0.8520 5.0087  0.21
H21 1.8410 1.4808 4.3853  0.22
H22 0.4675 4.2487 2.5152  0.21
H23 1.0061 3.6195 4.0939  0.18

Computed properties:
HOMO in eV: -8.07
Multiplicity: 1
Structure (SMILES): COc1ccccc1O[C@H](C)C(=O)Nc1ccccc1C(=O)NCc1cccnc1
Molar mass in g/mol: 405.45
Electronic energy in eV: -36885.2610
Relative energy (zero: lowest compared OMol25 entry of this formula, charge and spin) in eV: 2.141
Kohn-Sham gap in eV: 8.62